[1]
Entry from OMol25: C3H9O2PSi in the gas phase in a non-equilibrium geometry (ωB97M-V/def2-TZVPD).

Values from the calculation:
- structure (SMILES) = C[Si](C)(C)OP=O
- HOMO-LUMO gap (eV) = 7.70
- energy above the lowest of the compared OMol25 structures with the same formula, charge and spin (kcal/mol) = 71.9
- lowest unoccupied orbital energy (eV) = -1.599
- charge = 0

The geometry in XYZ format:
```
16
Properties=species:S:1:pos:R:3:forces:R:3
C 0.87422 1.83576 -0.16640 3.4 -1.0 -0.4
Si 0.10122 0.15137 0.26302 2.1 -1.7 -2.1
C 0.18196 -0.71253 -1.52008 2.5 1.0 2.9
C 0.77403 -1.15709 1.55966 0.4 1.4 0.6
O -1.39974 0.46264 0.61142 -5.8 -1.6 0.4
P -3.17352 -0.67494 0.31300 4.7 1.2 1.6
O -3.95304 0.17312 -0.51419 -1.4 1.0 -1.2
H 0.29878 2.65487 0.16819 -0.9 0.9 0.2
H 1.90207 1.97669 0.37583 -1.6 -0.3 -1.0
H 1.11155 1.90745 -1.30700 -0.6 -0.1 2.1
H 1.29439 -0.74710 -1.68448 -1.0 0.0 -0.4
H -0.19580 -1.67696 -1.62845 -0.7 -1.8 0.0
H -0.29911 -0.06708 -2.18189 -0.6 1.2 -1.3
H 0.37045 -2.14902 1.22980 1.2 0.6 0.2
H 1.84206 -1.02010 1.97083 -1.2 -1.0 -1.5
H 0.27049 -0.95707 2.51073 -0.6 0.1 -0.1
```
Forces are in eV/Å.

=====

[2]
Entry from OMol25: 2 unconnected molecules or ions with the total composition C3H9O3 in a non-equilibrium geometry (ωB97M-V/def2-TZVPD).

Values from the calculation:
- HOMO-LUMO gap (eV) = 7.97
- energy above the lowest of the compared OMol25 structures with the same formula, charge and spin (kcal/mol) = 7.6
- lowest unoccupied orbital energy (eV) = 4.322
- charge = -1

The geometry in XYZ format:
```
15
Properties=species:S:1:pos:R:3:forces:R:3
C -1.16367 -0.12048 -0.15873 0.4 -0.2 0.2
C -0.37777 -1.41403 0.41576 -0.6 1.0 -0.8
O 0.87761 -1.15861 0.87380 0.4 1.1 -0.3
C -0.61941 1.18890 0.46940 -1.6 -0.9 0.3
O 0.74338 1.38710 0.30388 0.4 -2.1 0.7
H -2.26026 -0.21605 0.03178 0.6 0.1 0.1
H -1.06931 -0.01769 -1.23916 0.2 -0.3 -0.3
H -1.02866 -1.79301 1.23634 0.0 -0.3 -0.3
H -0.36599 -2.12153 -0.45859 -0.3 -0.1 0.6
H 1.04114 0.33906 0.56660 -0.2 0.8 0.2
H -1.15813 2.03221 0.06128 -0.3 0.5 -0.2
H -0.95356 1.07108 1.51280 0.5 0.5 0.4
H 1.56085 0.85254 -1.06834 1.0 -0.4 -0.1
H 2.38918 -0.46159 -1.09881 -0.3 -0.1 0.3
O 2.38462 0.43211 -1.44803 -0.3 0.4 -0.6
```
Forces are in eV/Å.

=====

[3]
Entry from OMol25: 2 unconnected molecules or ions with the total composition C3H9O3 (ωB97M-V/def2-TZVPD).

Values from the calculation:
- HOMO-LUMO gap (eV) = 6.89
- energy above the lowest of the compared OMol25 structures with the same formula, charge and spin (kcal/mol) = 9.8
- lowest unoccupied orbital energy (eV) = 3.696
- charge = -1

The geometry in XYZ format:
```
15
Properties=species:S:1:pos:R:3:forces:R:3
C 0.51086 0.47064 -0.77800 0.4 -0.6 -0.1
O 1.01210 0.61605 0.46909 0.1 0.7 0.0
C -0.15023 -0.91718 -0.94162 0.0 0.4 -0.3
C -0.99165 -1.19994 0.28369 0.3 -0.3 0.1
O -2.18256 -1.99474 0.03638 0.4 0.1 0.3
H 1.27166 0.58185 -1.58737 0.1 -0.2 -0.1
H -0.26110 1.19829 -1.12396 -0.2 0.2 0.5
H -0.70702 -0.84052 -1.87893 -0.4 -0.5 0.0
H 0.60361 -1.70421 -1.01602 0.1 0.0 -0.3
H -1.22235 -0.27657 0.79948 -0.3 0.3 -0.1
H -0.34729 -1.75183 0.97408 -0.1 0.0 0.1
H -2.38787 -2.30745 0.92463 -0.3 -0.1 -0.3
H 2.29106 2.98759 1.56021 -0.1 0.1 0.0
H 1.21326 2.11383 0.90923 -0.3 -0.3 0.3
O 1.34750 3.02417 1.36910 0.3 0.0 -0.2
```
Forces are in eV/Å.

=====

[4]
Entry from OMol25: 3 unconnected molecules or ions with the total composition C3H9O4 in a non-equilibrium geometry (ωB97M-V/def2-TZVPD).

Values from the calculation:
- HOMO-LUMO gap (eV) = 8.73
- energy above the lowest of the compared OMol25 structures with the same formula, charge and spin (kcal/mol) = 8.4
- lowest unoccupied orbital energy (eV) = 4.002
- charge = -1

The geometry in XYZ format:
```
16
Properties=species:S:1:pos:R:3:forces:R:3
O -0.00665 -1.26290 0.73361 -0.1 0.2 0.4
C -0.27677 -0.05520 0.57811 0.1 -0.2 -1.0
O 0.48141 0.84310 0.11130 0.1 0.0 0.7
C -1.72722 0.40953 0.78412 -0.4 -0.4 -0.4
C -1.86644 1.38951 1.92062 -0.4 0.5 1.4
H -2.02197 0.81195 -0.19066 0.1 0.5 0.2
H -2.40898 -0.44007 0.88036 0.3 -0.2 0.5
H -1.47545 1.00542 2.87304 0.4 -0.3 -0.3
H -1.35894 2.33956 1.77041 0.1 0.0 -0.3
H -2.88237 1.62996 2.26656 -0.2 0.0 -0.8
H 0.92697 -1.82643 -1.34836 0.0 0.1 0.7
H 1.69363 -2.66730 -0.29827 -0.5 0.6 0.2
O 1.48411 -2.59892 -1.22996 0.6 -0.8 -1.0
H 1.43827 0.95922 -1.32961 -1.0 -0.9 -0.7
H 1.96717 1.98987 -2.10054 -0.1 0.1 -1.1
O 1.50640 1.16020 -2.31252 0.9 0.8 1.6
```
Forces are in eV/Å.

=====

- Which value of lowest unoccupied orbital energy does entry 1 give?
  -1.599 eV

=====

What did the second record say?
Entry from OMol25: 2 unconnected molecules or ions with the total composition C3H9O3 in a non-equilibrium geometry (ωB97M-V/def2-TZVPD).

Values from the calculation:
- HOMO-LUMO gap (eV) = 7.97
- energy above the lowest of the compared OMol25 structures with the same formula, charge and spin (kcal/mol) = 7.6
- lowest unoccupied orbital energy (eV) = 4.322
- charge = -1

The geometry in XYZ format:
```
15
Properties=species:S:1:pos:R:3:forces:R:3
C -1.16367 -0.12048 -0.15873 0.4 -0.2 0.2
C -0.37777 -1.41403 0.41576 -0.6 1.0 -0.8
O 0.87761 -1.15861 0.87380 0.4 1.1 -0.3
C -0.61941 1.18890 0.46940 -1.6 -0.9 0.3
O 0.74338 1.38710 0.30388 0.4 -2.1 0.7
H -2.26026 -0.21605 0.03178 0.6 0.1 0.1
H -1.06931 -0.01769 -1.23916 0.2 -0.3 -0.3
H -1.02866 -1.79301 1.23634 0.0 -0.3 -0.3
H -0.36599 -2.12153 -0.45859 -0.3 -0.1 0.6
H 1.04114 0.33906 0.56660 -0.2 0.8 0.2
H -1.15813 2.03221 0.06128 -0.3 0.5 -0.2
H -0.95356 1.07108 1.51280 0.5 0.5 0.4
H 1.56085 0.85254 -1.06834 1.0 -0.4 -0.1
H 2.38918 -0.46159 -1.09881 -0.3 -0.1 0.3
O 2.38462 0.43211 -1.44803 -0.3 0.4 -0.6
```
Forces are in eV/Å.